C25H33N5O2 | wB97M-V/def2-TZVPD

Atoms and positions in Å:
C 4.10295 5.36990 -0.98403
H 3.53030 5.60696 -1.87836
C 3.16885 5.04796 0.17696
C 2.19658 3.90823 -0.13001
H 1.69591 4.11255 -1.07664
H 1.43434 3.88234 0.65160
C 2.90333 2.54376 -0.18380
N 2.09208 1.38010 -0.47922
C 0.92157 1.17630 0.34730
H 0.45186 0.25179 -0.00196
H 0.16963 1.97916 0.25233
C 1.28134 1.00429 1.81987
H 1.62151 1.93934 2.25555
H 2.07042 0.26406 1.92126
H 0.40664 0.66788 2.37215
C 1.90168 1.07066 -1.87705
H 2.89045 1.00673 -2.34040
C 1.02500 2.03161 -2.70455
C 0.46840 1.34086 -3.95211
N -0.56217 0.39250 -3.59994
C -0.37976 -0.93588 -3.62321
O 0.58815 -1.50106 -4.08301
C -1.56457 -1.70883 -3.00613
N -1.61825 -1.53841 -1.56507
N -1.05917 -2.52397 -0.86745
C -1.03211 -2.50243 0.42146
C -1.63338 -1.43398 1.17550
C -1.66463 -1.37322 2.57443
C -2.26892 -0.31164 3.20779
C -2.85361 0.71904 2.47227
C -2.83237 0.68052 1.09776
C -2.22803 -0.39236 0.43900
C -2.20102 -0.41857 -1.01981
O -2.64966 0.46851 -1.73861
H -3.27599 1.46175 0.49961
H -3.32100 1.54561 2.98549
H -2.28895 -0.27394 4.28698
H -1.21817 -2.16424 3.15563
C -0.36374 -3.66820 1.08887
C -1.33508 -4.49195 1.89065
C -2.59203 -4.80625 1.38537
C -3.45069 -5.57007 2.15840
N -3.14060 -6.02559 3.36004
C -1.94365 -5.73584 3.83828
C -1.00921 -4.97635 3.15209
H -0.04461 -4.76827 3.59175
H -1.72532 -6.13011 4.82222
H -4.43755 -5.83234 1.80018
H -2.89010 -4.46258 0.40659
H 0.44547 -3.31251 1.73078
H 0.07012 -4.28951 0.30141
H -1.42451 -2.77149 -3.20429
H -2.50245 -1.34765 -3.43492
H -1.38833 0.75440 -3.13049
H 1.25733 0.79058 -4.46960
H 0.04166 2.08366 -4.63344
H 1.60794 2.90053 -3.01185
H 0.18484 2.37677 -2.09747
H 1.46102 0.07005 -1.92229
H 3.38623 2.37283 0.78484
H 3.69032 2.57266 -0.93922
H 2.59083 5.94368 0.41802
H 3.76027 4.79043 1.05889
H 4.75735 4.53130 -1.20642
H 4.72526 6.22792 -0.73997

The calculation puts the LUMO energy at -0.018 eV. As for the total charge: 0. Its HOMO-LUMO gap is 0.29324 hartree. As for the SMILES: CCCCN(CC)CCCNC(=O)Cn1nc(Cc2ccncc2)c2ccccc2c1=O.

***

Cl3HN2 | wB97M-V/def2-TZVPD

Atoms and positions in Å:
N -0.30010 0.47365 -0.25638
N -1.97963 -0.16891 -0.63299
Cl -0.37256 1.75051 0.85098
Cl -2.98641 1.06363 -0.53143
Cl -2.24172 -1.29928 0.74895
H 0.07051 0.77096 -1.20192

The calculation puts the LUMO energy at -0.475 eV. As for the total charge: 0. Its HOMO-LUMO gap is 0.34539 hartree.

***

C2H3F2N | wB97M-V/def2-TZVPD

Atoms and positions in Å:
C 0.41278 0.22348 0.45969
C -0.87554 0.38806 -0.41948
N 0.56345 -1.17155 0.30257
F 1.31518 1.10808 -0.05757
F -2.00477 0.01585 0.14556
H 0.30076 0.39965 1.57210
H -0.87339 0.37589 -1.47716
H 1.16154 -1.33946 -0.52573

The calculation puts the LUMO energy (spin up / spin down) at -0.653 / -0.158 eV. As for the total charge: 0. Its HOMO-LUMO gap (spin up / spin down) is 0.31238 / 0.36322 hartree.

***

Energy above the lowest of the compared OMol25 structures with the same formula, charge and spin (computed, kJ/mol): 21.4, 114.0, 249.8
DFT total energy (computed, Ha): -1396.7333, -1490.4984, -332.3627